No. 1
C2H5N3OS2 | ωB97M-V/def2-TZVPD

Computed properties:
energy relative to the best compared isomer or geometry (same formula, charge and spin)	2.589	eV
HOMO-LUMO gap	8.68	eV
SMILES string	SNC1=NSCON1
net charge	0
LUMO energy	0.6	eV
HOMO	-8.0	eV

Each line ends with the Löwdin charge.
Element x y z (Å)
S (-3.02445, -0.09153, -0.05992)  0.77
N (-1.65573, -1.02165, -0.38532)  -0.39
C (-0.34243, -0.58611, -0.24926)  -0.59
N (0.55547, -1.48140, -0.20989)  -0.26
S (2.21339, -1.05445, -0.09686)  0.86
C (2.07846, 0.72370, 0.21481)  -0.49
O (1.05355, 1.25586, -0.61079)  -0.18
N (-0.18319, 0.79653, -0.10377)  0.02
H (-2.97184, -0.02876, 1.27166)  -0.14
H (-1.73390, -2.04626, -0.29715)  0.10
H (1.85426, 0.94730, 1.26318)  0.09
H (3.01501, 1.22561, -0.12107)  0.10
H (-0.85862, 1.36116, -0.61562)  0.11

No. 2
C2H5N3S2 | ωB97M-V/def2-TZVPD

Computed properties:
energy relative to the best compared isomer or geometry (same formula, charge and spin)	5.354	eV
HOMO-LUMO gap	7.85	eV
net charge	0
LUMO energy	-1.0	eV
HOMO	-8.9	eV

Each line ends with the Löwdin charge.
Element x y z (Å)
C (1.65958, -0.16646, -0.14592)  -0.84
C (-0.74144, -0.29746, -0.21149)  -0.40
H (2.33482, 1.56585, -0.24020)  0.00
H (0.79727, 1.46470, 0.81654)  0.22
H (0.56269, -1.97088, -0.59647)  0.17
H (-0.90558, 0.90039, -0.42111)  0.13
H (-4.00129, -0.22846, 1.53384)  0.07
N (1.41401, 1.21243, -0.22528)  -0.03
N (0.48662, -0.96293, -0.32734)  0.04
N (-1.80627, -0.93946, 0.11490)  -0.47
S (3.36564, -0.52728, -0.04585)  0.54
S (-3.16605, -0.05043, -0.25163)  0.57

No. 3
C2H5N3S3 | ωB97M-V/def2-TZVPD

Computed properties:
energy relative to the best compared isomer or geometry (same formula, charge and spin)	2.242	eV
HOMO-LUMO gap	8.52	eV
SMILES string	[H]/N=C(\NS)NSC=S
net charge	0
LUMO energy	0.0	eV
HOMO	-8.5	eV

Each line ends with the Löwdin charge.
Element x y z (Å)
H (0.59099, -1.62826, 2.01413)  0.02
N (0.20953, -1.33644, 1.16865)  0.14
C (-0.02426, -0.11491, 0.90546)  -0.68
N (0.44893, 0.96357, 1.61343)  -0.42
S (-0.25868, 2.45260, 1.46456)  0.79
N (-0.53464, 0.30289, -0.30071)  -0.39
S (-1.47132, -0.63808, -1.26706)  0.88
C (-0.35007, -1.36116, -2.35633)  -1.11
S (-0.72893, -2.28262, -3.61768)  0.57
H (1.10204, 0.79935, 2.45640)  0.14
H (0.68236, 2.87221, 0.60749)  -0.12
H (-0.52239, 1.33790, -0.62851)  0.09
H (0.85645, -1.36704, -2.05983)  0.09

No. 4
C2H5N3Si | ωB97M-V/def2-TZVPD

Computed properties:
energy relative to the best compared isomer or geometry (same formula, charge and spin)	0.344	eV
HOMO-LUMO gap	10.62	eV
SMILES string	[SiH3]n1cncn1
net charge	0
LUMO energy	0.7	eV
HOMO	-9.9	eV

Each line ends with the Löwdin charge.
Element x y z (Å)
Si (1.24354, -0.14699, 0.04186)  0.70
N (-0.55798, -0.10736, -0.17538)  -0.28
C (-1.44849, 0.32413, -1.04934)  -0.24
N (-2.65550, 0.21818, -0.55285)  0.05
C (-2.50185, -0.26022, 0.66473)  -0.24
N (-1.21013, -0.38942, 0.99693)  0.01
H (1.24900, -0.35818, 1.42198)  -0.09
H (1.68672, 1.25515, -0.60341)  -0.04
H (1.70555, -1.33667, -0.70794)  -0.08
H (-1.12490, 0.58429, -2.05091)  0.12
H (-3.36348, -0.45340, 1.30344)  0.11

No. 5
C2H5N4 | ωB97M-V/def2-TZVPD

Computed properties:
energy relative to the best compared isomer or geometry (same formula, charge and spin)	1.789	eV
HOMO-LUMO gap	10.59	eV
SMILES string	N#CN/[NH+]=C/N
net charge	+1
LUMO energy	-4.8	eV
HOMO	-15.4	eV

Each line ends with the Löwdin charge.
Element x y z (Å)
N (3.14596, 1.51899, 0.76228)  0.21
C (2.23575, 0.88211, 0.84230)  -0.23
N (1.07537, 0.04905, 0.99422)  0.06
N (0.05907, 0.25743, 0.03554)  0.04
C (-0.88384, -0.64586, -0.14311)  -0.12
N (-1.85891, -0.57428, -1.00079)  0.20
H (0.71316, 0.48275, 1.81482)  0.13
H (0.37005, 0.81408, -0.81070)  0.21
H (-0.90192, -1.46568, 0.61282)  0.19
H (-2.21773, -1.42993, -1.28171)  0.11
H (-1.73697, 0.11135, -1.82567)  0.20

No. 6
C2H5N4 | ωB97M-V/def2-TZVPD

Computed properties:
energy relative to the best compared isomer or geometry (same formula, charge and spin)	2.116	eV
HOMO-LUMO gap	9.78	eV
SMILES string	C1=[NH+]CN=NN1
net charge	+1
LUMO energy	-5.1	eV
HOMO	-14.9	eV

Each line ends with the Löwdin charge.
Element x y z (Å)
C (-0.56078, -0.92700, -0.21817)  0.01
N (-0.99038, 0.21092, 0.11383)  0.12
C (0.07618, 1.16329, 0.49182)  -0.12
N (1.13826, 1.00698, -0.48500)  0.06
N (1.58959, -0.09706, -0.62832)  0.01
N (0.90633, -1.17071, -0.20060)  0.09
H (-1.33197, -1.62748, -0.49851)  0.16
H (-1.99915, 0.34893, -0.04451)  0.20
H (0.40385, 0.91431, 1.45862)  0.12
H (-0.39661, 2.23345, 0.62095)  0.18
H (1.16469, -2.05565, -0.61012)  0.15

No. 7
C2H5N4O | ωB97M-V/def2-TZVPD

Computed properties:
energy relative to the best compared isomer or geometry (same formula, charge and spin)	2.957	eV
HOMO-LUMO gap	11.40	eV
net charge	+1
LUMO energy	-3.5	eV
HOMO	-14.9	eV

Each line ends with the Löwdin charge.
Element x y z (Å)
C (2.12070, -0.48290, 1.16798)  -0.40
C (-1.02784, 0.25497, -0.37574)  -0.39
N (3.11547, 0.09669, 1.00206)  0.24
N (-1.81765, 1.09945, -1.28961)  0.20
N (-0.48472, 1.36620, -0.48103)  0.27
N (-1.10063, -0.91782, 0.16970)  0.25
O (1.12628, -0.99815, 1.39115)  0.15
H (4.05893, -0.25071, 0.91731)  0.12
H (-2.52320, 1.70014, -0.87478)  0.16
H (-1.61454, 1.09671, -2.31853)  0.19
H (-1.41207, -1.78766, -0.18083)  0.14
H (-0.44072, -1.17692, 0.87232)  0.07

No. 8
C2H5N5 | ωB97M-V/def2-TZVPD

Computed properties:
energy relative to the best compared isomer or geometry (same formula, charge and spin)	0.981	eV
HOMO-LUMO gap	10.09	eV
SMILES string	[H]/N=c1\[nH][nH]/c(=N/[H])[nH]1
net charge	0
LUMO energy	0.8	eV
HOMO	-9.3	eV

Each line ends with the Löwdin charge.
Element x y z (Å)
H (-0.47130, 2.92736, 0.02826)  0.04
N (0.34809, 2.35711, 0.06929)  0.13
C (0.06135, 1.13507, -0.01656)  -0.47
N (-1.23940, 0.54015, -0.00147)  0.04
N (-1.05728, -0.87396, 0.15261)  0.04
C (0.31651, -1.15738, -0.02571)  -0.51
N (0.75698, -2.33351, -0.08491)  0.12
H (1.77614, -2.38493, -0.18483)  0.05
N (0.96629, 0.06341, -0.06595)  0.16
H (-1.76513, 0.87665, 0.80112)  0.13
H (-1.63411, -1.36898, -0.53536)  0.14
H (1.94186, 0.21902, -0.13648)  0.14

No. 9
C2H5N5O | ωB97M-V/def2-TZVPD

Computed properties:
energy relative to the best compared isomer or geometry (same formula, charge and spin)	3.522	eV
HOMO-LUMO gap	9.43	eV
SMILES string	Nn1cnc(=O)n1N
net charge	0
LUMO energy	0.3	eV
HOMO	-9.2	eV

Each line ends with the Löwdin charge.
Element x y z (Å)
N (2.47701, 0.01917, -0.01936)  0.03
N (1.01883, -0.28537, -0.06835)  -0.18
C (0.40641, -1.47185, 0.19519)  -0.06
N (-0.97251, -1.44906, 0.11632)  0.14
C (-1.22277, -0.18670, -0.10652)  -0.61
O (-2.33533, 0.30313, -0.13124)  0.05
N (-0.01298, 0.57281, -0.43089)  -0.06
N (0.05816, 1.77525, 0.34878)  0.07
H (2.49640, 1.18217, 0.30682)  0.16
H (3.01404, 0.01620, -1.05101)  0.14
H (0.93939, -2.33391, 0.67425)  0.14
H (-0.48938, 1.82183, 1.23970)  0.12
H (-0.35927, 2.41031, -0.27727)  0.06

No. 10
C2H5N5O | ωB97M-V/def2-TZVPD

Computed properties:
energy relative to the best compared isomer or geometry (same formula, charge and spin)	2.552	eV
HOMO-LUMO gap	8.54	eV
net charge	0
LUMO energy	-0.3	eV
HOMO	-8.9	eV

Each line ends with the Löwdin charge.
Element x y z (Å)
C (0.48273, -0.66547, 1.43885)  -0.62
C (-0.79924, 0.16100, -1.20686)  -0.49
N (1.86213, -0.70956, 1.30052)  0.13
N (-1.24394, 1.41756, -1.43016)  0.13
N (-0.11811, 0.94354, 0.98287)  0.21
N (-0.14122, 0.04571, 0.12721)  -0.02
N (-0.87287, -0.82812, -1.98930)  0.14
O (-0.20125, -1.36551, 2.12784)  0.07
H (2.31112, 0.13099, 0.96938)  0.09
H (2.29714, -1.09905, 2.12457)  0.10
H (-1.85462, 1.57038, -2.21451)  0.11
H (-1.29152, 2.04926, -0.64282)  0.08
H (-0.43034, -1.65074, -1.58758)  0.05

No. 11
C2H5N5O | ωB97M-V/def2-TZVPD

Computed properties:
energy relative to the best compared isomer or geometry (same formula, charge and spin)	4.619	eV
HOMO-LUMO gap	9.16	eV
SMILES string	ONC1=NN=CNN1
net charge	0
LUMO energy	0.6	eV
HOMO	-8.6	eV

Each line ends with the Löwdin charge.
Element x y z (Å)
O (1.01544, 0.15358, 2.51844)  -0.08
N (0.65758, 1.08486, 1.33614)  0.05
C (0.21064, 0.40640, 0.30940)  -0.51
N (-0.16075, -0.81303, 0.52978)  0.01
N (-0.29013, -1.55492, -0.57621)  0.01
C (-0.68598, -1.01057, -1.69524)  -0.21
N (-0.80982, 0.36597, -1.85133)  -0.02
N (-0.03911, 1.02654, -0.87711)  0.02
H (0.92272, -0.75919, 1.97550)  0.12
H (0.14860, 1.99732, 1.56125)  0.18
H (-0.92468, -1.61355, -2.55449)  0.10
H (-1.82802, 0.64124, -1.57455)  0.17
H (0.90542, 1.36464, -1.16909)  0.16

No. 12
C2H5N6O4 | ωB97M-V/def2-TZVPD

Computed properties:
HOMO-LUMO gap	7.71	eV
net charge	-1
LUMO energy	3.3	eV
HOMO	-4.4	eV

Each line ends with the Löwdin charge.
Element x y z (Å)
C (-0.68878, -0.00433, -0.27178)  -0.51
C (0.77668, -0.60335, 1.36572)  -0.03
N (2.65164, 0.54231, 0.85624)  0.11
N (0.08380, -0.90624, 0.28815)  0.06
N (-0.94032, -0.21680, -1.58952)  0.20
N (-1.33398, 0.80985, 0.51635)  0.14
N (2.90330, 1.13946, -0.08481)  -0.39
N (-2.47537, 1.38875, 0.28343)  -0.50
O (1.20436, 1.66285, -0.63758)  -0.32
O (-3.09440, 1.17313, -0.73886)  0.00
O (3.66592, 1.59701, -0.89644)  -0.03
O (-2.90662, 2.11193, 1.15428)  0.01
H (0.67377, 0.27471, 1.87816)  0.04
H (1.20072, -1.44610, 1.86956)  0.07
H (-0.22029, -0.62294, -2.08298)  0.07
H (-1.44164, 0.50927, -2.05215)  0.08
H (0.91699, 2.28763, 0.09194)  0.01

| no. | DFT total energy (eV) |
| --- | --- |
| 1 | -30340.679 |
| 2 | -28291.314 |
| 3 | -39128.918 |
| 4 | -14502.125 |
| 5 | -8105.937 |
| 6 | -8105.610 |
| 7 | -10153.278 |
| 8 | -9605.040 |
| 9 | -11649.023 |
| 10 | -11649.993 |
| 11 | -11647.925 |
| 12 | -19279.020 |